{
  "formula": "C47H42F5I2N3O3S2SiTi",
  "method": "ωB97M-V/def2-TZVPD",
  "lumo_energy_ev": [3.74, 3.73],
  "multiplicity": 3,
  "homo_lumo_gap_ha": [0.12907, 0.20747],
  "s_squared": 2.020,
  "energy_ha": -5236.3215,
  "mol_weight_da": 1185.8,
  "total_charge": -2,
  "elements": ["Ti", "I", "C", "C", "C", "I", "C", "C", "C", "C", "N", "C", "C", "O", "H", "H", "H", "H", "O", "N", "C", "C", "C", "C", "C", "S", "H", "H", "H", "H", "C", "Si", "C", "N", "C", "C", "C", "C", "C", "C", "C", "C", "C", "C", "C", "C", "C", "C", "C", "C", "C", "H", "H", "H", "H", "H", "H", "H", "H", "H", "H", "H", "H", "H", "H", "H", "H", "H", "H", "H", "H", "H", "H", "H", "H", "O", "S", "C", "C", "C", "C", "C", "C", "C", "C", "C", "C", "C", "C", "H", "H", "H", "H", "H", "H", "H", "H", "H", "H", "F", "C", "F", "C", "F", "F", "F"],
  "coordinates": [[-0.53748, -1.38102, -0.50772], [-3.21229, -4.93564, 2.01105], [-2.87762, -4.75573, -0.05566], [-3.30912, -5.74509, -0.92025], [-3.05646, -5.59910, -2.27111], [-3.73582, -7.15187, -3.54141], [-2.34714, -4.50907, -2.80854], [-2.02423, -4.30845, -4.17350], [-1.27841, -3.17054, -4.52098], [-0.85463, -2.28489, -3.56464], [-1.13877, -2.42665, -2.23712], [-1.90156, -3.52517, -1.88248], [-2.18584, -3.61573, -0.49282], [-1.78317, -2.65637, 0.29595], [-3.84112, -6.60613, -0.54134], [-2.32095, -5.01914, -4.93149], [-1.01986, -2.99395, -5.55867], [-0.25158, -1.42927, -3.83760], [-1.87911, -0.12272, -0.67236], [-3.19081, -0.31628, -0.76986], [-3.68026, -0.71744, -1.96127], [-5.01801, -0.90042, -2.17157], [-5.90206, -0.64297, -1.12152], [-5.40067, -0.20716, 0.07866], [-4.01808, -0.02774, 0.30320], [-3.39796, 0.50577, 1.77525], [-2.93256, -0.89159, -2.72074], [-5.36414, -1.23895, -3.13710], [-6.96717, -0.79103, -1.24919], [-6.04861, 0.01083, 0.91443], [0.71017, -0.10360, -1.76826], [1.64555, 1.45911, -1.51296], [0.58220, 3.05502, -1.41486], [-0.51439, 2.95498, -0.47013], [-0.08999, 3.13176, 0.91504], [-1.00512, 4.06230, 1.70560], [-1.22212, 5.37922, 0.95930], [-1.74509, 5.13814, -0.47364], [-1.73893, 3.63697, -0.81446], [3.02566, 1.44938, -0.20701], [3.45188, 2.59795, 0.46156], [4.57119, 2.58738, 1.28393], [5.29454, 1.41527, 1.45434], [4.87723, 0.25594, 0.81402], [3.75603, 0.27544, -0.00432], [2.68242, 1.82067, -3.10641], [4.05899, 2.06059, -3.11544], [4.76303, 2.24885, -4.29867], [4.10294, 2.20236, -5.51749], [2.73531, 1.95656, -5.53782], [2.04545, 1.76726, -4.35007], [1.40659, -0.79828, -2.25919], [-0.05369, 0.17155, -2.50936], [0.17888, 3.20499, -2.42151], [1.19904, 3.95514, -1.20738], [0.92065, 3.56936, 0.93376], [-0.03761, 2.15271, 1.40515], [-0.53592, 4.26344, 2.67391], [-1.95705, 3.56923, 1.89787], [-0.27124, 5.92227, 0.91915], [-1.91951, 6.00942, 1.51793], [-1.12502, 5.67740, -1.19570], [-2.76785, 5.51021, -0.58689], [-1.91484, 3.50566, -1.88448], [-2.56568, 3.14509, -0.28990], [2.91173, 3.52802, 0.32311], [4.88586, 3.49713, 1.78378], [6.17700, 1.40189, 2.08502], [5.43138, -0.66672, 0.94860], [3.44511, -0.63339, -0.50790], [4.59160, 2.09707, -2.17075], [5.83307, 2.42706, -4.27033], [4.64633, 2.35129, -6.44369], [2.21430, 1.90226, -6.48750], [0.98038, 1.55734, -4.38796], [0.01251, -0.79474, 1.27603], [0.92551, -1.25508, 2.37909], [1.26093, 0.22329, 3.31952], [0.24625, 1.10192, 3.69193], [0.55806, 2.20461, 4.46121], [1.86855, 2.43238, 4.87466], [2.87286, 1.55111, 4.49790], [2.57124, 0.44589, 3.72153], [-0.14716, -1.98123, 3.62872], [0.46309, -2.47208, 4.77759], [-0.31873, -2.93783, 5.81784], [-1.70582, -2.91268, 5.70247], [-2.29807, -2.43983, 4.54060], [-1.52097, -1.97481, 3.48973], [-0.77087, 0.91124, 3.36345], [-0.22507, 2.89601, 4.74779], [2.10682, 3.29440, 5.48481], [3.89622, 1.73755, 4.79936], [3.33974, -0.25028, 3.40942], [1.54611, -2.47027, 4.84977], [0.14685, -3.31841, 6.71887], [-2.32291, -3.27115, 6.51752], [-3.37611, -2.43951, 4.44272], [-1.96559, -1.61498, 2.56783], [0.74562, -3.69748, 0.84339], [1.02292, -2.93844, -0.32211], [2.24704, -2.28605, 0.03515], [1.52302, -3.98284, -1.30868], [2.62071, -4.66708, -0.87066], [1.89151, -3.39666, -2.46728], [0.60073, -4.91518, -1.58782]],
  "atomic_forces_ev_per_a": [[1.345, -0.955, -1.511], [-0.027, -0.059, -0.244], [0.065, 0.247, 0.347], [-0.056, -0.024, -0.089], [-0.108, -0.277, -0.086], [0.038, 0.138, 0.103], [0.073, 0.197, 0.135], [0.005, -0.039, -0.206], [-0.043, 0.042, 0.057], [-0.037, 0.070, -0.094], [-0.249, -0.467, -0.556], [-0.181, -0.266, 0.063], [-0.172, -0.369, -0.075], [-1.142, -0.806, 0.488], [0.013, -0.009, -0.022], [-0.047, -0.039, 0.067], [0.056, 0.038, 0.023], [0.031, -0.007, 0.047], [-2.426, 2.145, -0.324], [-0.722, 0.181, 0.252], [0.122, -0.026, -0.137], [-0.113, -0.003, -0.116], [0.156, 0.058, 0.238], [-0.237, -0.156, -0.273], [0.519, -0.079, -0.170], [0.069, 0.293, 0.266], [0.042, -0.005, 0.070], [0.073, -0.032, -0.011], [-0.014, 0.024, 0.004], [0.015, -0.006, 0.023], [0.978, 1.049, -0.130], [-0.092, -0.218, -0.685], [0.095, -0.092, 0.275], [-0.025, 0.120, 0.010], [-0.070, -0.190, 0.006], [0.111, 0.067, -0.036], [-0.046, -0.032, -0.026], [0.024, -0.115, -0.052], [-0.067, 0.126, 0.073], [-0.190, 0.030, 0.104], [0.045, 0.027, -0.019], [0.048, 0.031, 0.016], [-0.012, -0.016, 0.055], [0.056, -0.037, 0.033], [-0.035, -0.059, -0.106], [0.091, 0.021, 0.168], [-0.092, 0.048, 0.071], [0.069, 0.021, -0.062], [-0.008, 0.002, 0.032], [0.038, 0.038, -0.073], [-0.075, 0.030, -0.004], [0.008, 0.048, -0.104], [-0.029, -0.008, -0.015], [-0.010, -0.136, -0.031], [0.115, -0.048, -0.156], [-0.098, -0.048, 0.029], [0.091, 0.086, -0.016], [-0.077, -0.053, -0.010], [-0.125, -0.073, 0.028], [-0.006, -0.037, 0.013], [0.039, 0.030, 0.008], [-0.018, 0.006, 0.006], [0.019, 0.064, -0.005], [-0.046, -0.085, 0.040], [0.009, -0.020, -0.052], [0.060, -0.007, 0.000], [-0.011, 0.000, 0.009], [-0.011, 0.013, 0.009], [-0.021, 0.001, -0.020], [0.040, 0.082, 0.072], [0.046, -0.001, -0.034], [-0.011, 0.003, 0.011], [0.007, -0.023, 0.003], [-0.031, 0.002, 0.022], [0.010, -0.033, -0.006], [0.858, 0.453, 1.783], [-0.262, -0.034, 0.251], [0.176, 0.340, 0.379], [-0.066, -0.290, -0.235], [0.030, 0.186, 0.163], [0.031, -0.217, -0.146], [0.049, 0.304, 0.195], [-0.206, -0.306, -0.301], [0.042, -0.022, 0.237], [0.158, 0.033, -0.129], [-0.040, -0.033, 0.051], [0.006, 0.049, -0.104], [-0.057, -0.081, 0.238], [0.153, 0.105, -0.421], [-0.021, 0.026, -0.032], [-0.009, -0.035, -0.012], [-0.014, 0.027, -0.012], [0.005, -0.032, -0.014], [0.077, 0.061, -0.023], [-0.018, -0.035, 0.058], [0.013, -0.003, -0.013], [0.003, -0.012, -0.003], [0.015, 0.034, -0.059], [-0.045, -0.019, 0.041], [0.199, -0.065, -0.103], [1.053, -0.627, 0.712], [-0.001, -0.183, -0.067], [0.111, -0.182, -0.283], [-0.137, 0.093, -0.032], [-0.029, -0.123, 0.137], [0.090, 0.164, 0.020]]
}


{
  "formula": "C47H43N8O2PTi",
  "method": "ωB97M-V/def2-TZVPD",
  "lumo_energy_ev": [-7.90, -7.88],
  "e_above_lowest_kj_mol": 27.3,
  "multiplicity": 2,
  "homo_lumo_gap_ha": [0.26318, 0.26930],
  "s_squared": 0.753,
  "energy_ha": -3595.5814,
  "mol_weight_da": 830.8,
  "total_charge": 3,
  "elements": ["Ti", "C", "N", "C", "C", "N", "C", "C", "C", "C", "C", "C", "N", "C", "N", "C", "C", "C", "C", "C", "C", "N", "H", "H", "H", "H", "H", "H", "H", "H", "H", "H", "H", "H", "H", "H", "H", "N", "P", "C", "C", "C", "C", "C", "C", "C", "C", "C", "C", "C", "C", "C", "C", "C", "C", "C", "N", "H", "H", "H", "H", "H", "H", "H", "H", "H", "H", "H", "H", "H", "H", "H", "C", "O", "C", "C", "C", "C", "C", "C", "N", "C", "C", "C", "C", "C", "C", "C", "O", "H", "H", "H", "H", "H", "H", "H", "H", "H", "H", "H", "H", "H"],
  "coordinates": [[-0.29928, -0.38088, -0.13445], [-3.36519, -1.26722, -0.49147], [-2.66956, 0.03935, -0.35576], [-2.87820, 0.96818, -1.50117], [-1.61658, 1.10778, -2.29255], [-0.52434, 0.43354, -2.00662], [0.41625, 0.77070, -3.00194], [1.70738, 0.29822, -3.23164], [2.38275, 0.81043, -4.32367], [1.79111, 1.76483, -5.17023], [0.50368, 2.21585, -4.96213], [-0.16579, 1.68826, -3.86380], [-1.46327, 1.87396, -3.38115], [-2.38525, -2.34192, -0.84035], [-1.08617, -2.13413, -0.83865], [-0.50400, -3.35447, -1.26401], [0.82209, -3.70129, -1.50972], [1.07211, -4.99390, -1.92316], [0.03445, -5.92854, -2.09349], [-1.28294, -5.58545, -1.87932], [-1.51781, -4.27709, -1.47354], [-2.70046, -3.59222, -1.19509], [-4.14021, -1.21788, -1.25468], [-3.86748, -1.51035, 0.44372], [-3.02919, 0.50527, 0.46849], [-3.19456, 1.94212, -1.12742], [-3.67090, 0.60589, -2.15489], [2.13736, -0.47754, -2.60924], [3.37794, 0.45106, -4.55440], [2.34887, 2.13564, -6.02093], [0.04212, 2.93349, -5.62994], [-2.17255, 2.45970, -3.79381], [1.62426, -2.98546, -1.39832], [2.08960, -5.29914, -2.12992], [0.27471, -6.93766, -2.40651], [-2.08490, -6.29876, -2.02590], [-3.63304, -3.96910, -1.26867], [0.40104, 1.37293, 2.43181], [0.19656, 1.94432, 0.82510], [1.47806, 3.19169, 0.64175], [1.69882, 4.15808, 1.62650], [2.63105, 5.16008, 1.41054], [3.32220, 5.22247, 0.20260], [3.08263, 4.28452, -0.79268], [2.16219, 3.26531, -0.57293], [-1.34819, 2.92510, 0.85921], [-2.40540, 2.58538, 1.70469], [-3.62099, 3.25752, 1.61941], [-3.78980, 4.27325, 0.68494], [-2.73664, 4.62649, -0.15150], [-1.52124, 3.95374, -0.06826], [-0.16170, 0.19270, 2.89108], [-0.18811, -0.08198, 4.26091], [-0.80171, -1.22619, 4.70342], [-1.38212, -2.10222, 3.77934], [-1.29172, -1.78300, 2.45889], [-0.69074, -0.65638, 1.98867], [0.75312, 1.98936, 3.14671], [1.13101, 4.15787, 2.55272], [2.80362, 5.90913, 2.17322], [4.03255, 6.02269, 0.03090], [3.59945, 4.35772, -1.74338], [1.95884, 2.53692, -1.35718], [-2.28052, 1.81393, 2.45453], [-4.42833, 3.00738, 2.29818], [-4.73311, 4.80377, 0.62650], [-2.85542, 5.44324, -0.85432], [-0.70104, 4.24973, -0.71616], [0.25978, 0.61909, 4.95484], [-0.83848, -1.44532, 5.76465], [-1.87982, -3.00948, 4.09109], [-1.69072, -2.44950, 1.70728], [8.59449, 2.20428, -0.93566], [7.23585, 1.96915, -0.50686], [6.98035, 2.00588, 0.81522], [7.88862, 2.33322, 1.81489], [7.47312, 2.33269, 3.13927], [6.15887, 2.02592, 3.48905], [5.25338, 1.70793, 2.49546], [5.67813, 1.68539, 1.17801], [4.76958, 1.38849, 0.10246], [3.87454, 0.48234, 0.01874], [3.66519, -0.67135, 0.86180], [4.68870, -1.24344, 1.63720], [4.48242, -2.43138, 2.29834], [3.24037, -3.05955, 2.20366], [2.21842, -2.50605, 1.45256], [2.42624, -1.31626, 0.78038], [1.40345, -0.75502, 0.06712], [8.60091, 2.04912, -2.00694], [9.27102, 1.49804, -0.45684], [8.89464, 3.22730, -0.71108], [8.90882, 2.58950, 1.56576], [8.18740, 2.58845, 3.91278], [5.85010, 2.04840, 4.52572], [4.21588, 1.48613, 2.72559], [4.84978, 2.01071, -0.69707], [3.21488, 0.59626, -0.83470], [5.65852, -0.76081, 1.68794], [5.27985, -2.87698, 2.87990], [3.07376, -3.99897, 2.71825], [1.26190, -2.99919, 1.36239]],
  "atomic_forces_ev_per_a": [[-0.951, 1.044, 0.222], [0.133, 0.136, 0.030], [0.071, -0.061, -0.312], [0.083, -0.057, 0.162], [-0.037, -0.174, -0.067], [0.116, 0.504, -1.073], [-0.123, -0.231, 0.313], [0.031, -0.011, 0.035], [-0.019, 0.005, 0.015], [0.050, -0.023, 0.004], [-0.041, 0.068, -0.038], [-0.265, 0.150, -0.045], [0.012, 0.192, -0.210], [0.006, 0.139, -0.021], [-0.221, -1.477, -0.386], [0.015, 0.432, 0.099], [0.083, 0.007, 0.000], [-0.037, -0.048, -0.007], [0.099, -0.008, -0.007], [-0.063, -0.045, -0.021], [-0.286, -0.048, 0.071], [-0.189, -0.238, -0.088], [-0.112, 0.001, -0.060], [0.000, -0.005, 0.122], [0.036, 0.043, 0.081], [0.021, 0.066, 0.074], [-0.093, -0.030, -0.059], [0.000, 0.030, -0.008], [-0.039, 0.017, 0.013], [-0.018, -0.022, 0.048], [0.018, -0.060, 0.040], [0.001, -0.003, -0.016], [0.019, 0.008, 0.029], [-0.029, 0.007, 0.014], [-0.004, 0.093, 0.003], [0.038, 0.058, 0.009], [0.001, 0.005, -0.033], [0.000, -0.132, -0.193], [-0.649, 0.296, 0.667], [0.062, -0.037, -0.244], [0.059, 0.003, -0.009], [0.022, -0.007, -0.020], [-0.001, 0.024, 0.032], [-0.018, -0.017, 0.010], [-0.022, -0.020, -0.013], [0.088, 0.095, -0.023], [-0.064, 0.047, -0.006], [0.053, -0.032, -0.004], [0.012, 0.016, -0.018], [0.042, -0.032, -0.003], [-0.036, 0.049, -0.038], [-0.054, 0.047, -0.250], [0.055, 0.082, 0.117], [-0.022, -0.088, 0.128], [0.012, -0.019, 0.263], [0.156, 0.141, -0.283], [-0.140, -0.025, 0.477], [-0.030, 0.075, 0.117], [0.024, -0.013, -0.064], [0.000, -0.030, -0.034], [-0.033, -0.051, 0.021], [-0.044, 0.003, 0.034], [0.007, 0.080, 0.062], [0.009, -0.043, 0.071], [0.053, -0.002, -0.039], [0.072, -0.026, 0.004], [0.015, -0.059, 0.032], [-0.034, -0.001, 0.038], [-0.035, -0.042, -0.017], [0.000, 0.020, -0.074], [0.025, 0.028, 0.003], [-0.008, -0.009, -0.070], [-0.153, 0.051, 0.111], [0.239, -0.011, -0.112], [0.225, 0.066, -0.167], [0.051, 0.023, 0.157], [0.013, 0.006, -0.023], [0.059, 0.018, -0.004], [-0.159, 0.096, 0.080], [-0.325, -0.137, -0.209], [0.796, 0.683, 0.308], [-0.649, -0.720, -0.040], [0.238, 0.372, -0.075], [0.182, 0.000, -0.049], [-0.025, -0.049, 0.050], [0.039, -0.084, 0.061], [-0.025, -0.194, 0.094], [-0.574, 0.305, -0.261], [2.479, -1.034, 0.525], [-0.041, -0.018, -0.058], [-0.011, -0.029, 0.004], [-0.014, 0.004, 0.018], [-0.036, -0.016, 0.040], [-0.042, -0.022, -0.049], [0.014, 0.004, -0.051], [0.091, 0.004, 0.016], [0.043, 0.092, 0.096], [-0.026, -0.117, -0.016], [-0.136, -0.101, -0.008], [-0.064, 0.021, -0.049], [0.001, 0.058, -0.025], [-0.071, -0.055, 0.032]]
}